Entry from the OMol25 dataset: a structure of composition C13H12CuN3O3S2 (ωB97M-V/def2-TZVPD).

Total charge   0
Energy above the lowest of the compared OMol25 structures with the same formula, charge and spin   0.0949 eV

The geometry in XYZ format:
```
34
C13H12CuN3O3S2 | the OMol25 dataset | ωB97M-V/def2-TZVPD
Cu 1.79 0.60 0.45
N -1.98 -0.46 -0.29
C -2.35 -0.35 -1.63
C -3.63 -0.69 -2.03
C -4.02 -0.54 -3.36
C -3.14 -0.03 -4.29
C -1.84 0.29 -3.90
C -1.45 0.12 -2.59
S 0.26 0.43 -2.14
N 0.31 0.05 -0.52
C -0.70 -0.29 0.20
C -0.47 -0.57 1.61
C -1.31 -1.38 2.39
C -0.96 -1.64 3.70
C 0.21 -1.08 4.21
C 0.98 -0.28 3.39
N 0.64 -0.02 2.13
H -2.71 -0.65 0.37
H -4.34 -1.07 -1.30
H -5.02 -0.83 -3.66
H -3.44 0.12 -5.31
H -1.13 0.68 -4.61
H -2.20 -1.82 1.97
H -1.58 -2.28 4.31
H 0.49 -1.25 5.24
H 1.89 0.19 3.73
C 5.12 1.59 -0.43
S 3.88 1.62 0.89
O 2.69 2.30 0.32
O 4.46 2.28 2.03
O 3.53 0.20 1.11
H 5.42 2.61 -0.65
H 4.66 1.12 -1.29
H 5.96 1.02 -0.07
```

Atom charges from the natural (NBO) analysis, given in e for atoms 1 to 5: number 1, Cu, carries 0.914; number 2, N, carries -0.596; number 3, C, carries 0.117; number 4, C, carries -0.228; number 5, C, carries -0.201

---

Entry from the OMol25 dataset: a structure of composition C2H4LiMgO2 (ωB97M-V/def2-TZVPD).

Spin multiplicity   2
Expectation value of S²   0.796
Total charge   +2

The geometry in XYZ format:
```
10
C2H4LiMgO2 | the OMol25 dataset | ωB97M-V/def2-TZVPD
O -0.66 1.10 -0.92
C -0.52 1.38 1.19
C 0.33 0.44 1.96
O 0.24 -0.20 0.68
Mg 1.21 0.42 -0.94
Li -1.95 -0.37 -1.13
H -1.55 1.42 1.55
H -0.20 2.43 1.20
H -0.19 -0.19 2.68
H 1.35 0.77 2.18
```

Atom charges from the natural (NBO) analysis, given in e for atoms 1 to 5: number 1, O, carries -0.977; number 2, C, carries -0.044; number 3, C, carries -0.130; number 4, O, carries -0.713; number 5, Mg, carries 1.892

---

Entry from the OMol25 dataset: a structure of composition C23H42Cl3N2O4RuSi (ωB97M-V/def2-TZVPD).

Spin multiplicity   6
Expectation value of S²   8.773
Total charge   0
Energy above the lowest of the compared OMol25 structures with the same formula, charge and spin   3.7069 eV

The geometry in XYZ format:
```
76
C23H42Cl3N2O4RuSi | the OMol25 dataset | ωB97M-V/def2-TZVPD
C 2.30 -2.27 -4.65
C 1.17 -1.32 -4.36
H 2.09 -2.73 -5.61
H 2.29 -3.00 -3.84
H 3.27 -1.75 -4.70
C 0.37 -0.77 -5.40
C 0.03 -1.45 -6.70
H -0.16 0.17 -5.29
H -0.30 -2.50 -6.59
H 0.84 -1.44 -7.45
H -0.79 -0.85 -7.15
Ru 0.15 -0.97 1.87
Cl 2.35 -0.25 1.45
Cl -0.71 -2.71 2.97
H -0.83 -0.02 6.61
H 1.84 -0.54 6.82
C -0.80 -0.77 5.79
C 1.62 -1.28 6.03
N 0.54 -0.80 5.21
H -1.53 -0.51 5.02
C 0.82 -0.15 4.07
O -0.10 0.43 3.39
H 2.52 -1.39 5.43
H 1.89 -0.08 3.79
H -1.02 -1.77 6.21
H 1.36 -2.25 6.47
H -1.66 -3.30 -2.37
H -2.76 -0.69 -3.60
C -2.53 -2.96 -1.79
C -3.34 -0.77 -2.66
N -2.55 -1.51 -1.67
H -2.55 -3.43 -0.80
C -2.22 -0.87 -0.50
O -2.15 -1.39 0.61
H -3.56 0.22 -2.24
H -2.00 0.20 -0.67
H -3.41 -3.24 -2.36
H -4.25 -1.36 -2.85
O 0.48 -1.73 -3.09
C 1.24 -0.57 -2.92
C -0.73 1.04 -2.97
C 0.65 0.79 -2.83
H -1.39 0.17 -2.98
C -1.21 2.35 -3.00
H 2.16 -0.76 -2.34
C 1.53 1.89 -2.70
H -2.27 2.53 -3.06
C -0.33 3.44 -2.92
C 1.02 3.19 -2.72
H 2.60 1.68 -2.58
H -0.70 4.46 -2.95
H 1.70 4.02 -2.60
Si 1.57 -4.11 0.10
Cl 0.48 -2.02 -0.12
C 0.22 -5.26 0.65
C 2.47 -3.64 1.70
C 2.69 -4.76 -1.22
H -0.78 -4.94 0.35
H 0.24 -5.31 1.75
H 0.40 -6.28 0.26
H 2.10 -5.27 -1.99
H 3.34 -5.49 -0.72
H 3.31 -3.99 -1.68
H 2.92 -2.63 1.64
H 3.23 -4.38 1.97
H 1.72 -3.59 2.50
C 0.99 2.84 1.18
C -0.27 2.15 0.74
C -1.49 3.03 0.59
O -0.30 0.93 0.48
H 1.09 3.79 0.62
H 1.86 2.18 1.02
H 0.87 3.06 2.26
H -1.61 3.32 -0.47
H -2.37 2.49 0.95
H -1.33 3.94 1.19
```

Atom charges from the Mulliken analysis, given in e for atoms 1 to 5: number 1, C, carries -1.339; number 2, C, carries 1.503; number 3, H, carries 0.487; number 4, H, carries 0.175; number 5, H, carries 0.234

---

Entry from the OMol25 dataset: the molecule C4H9NO (ωB97M-V/def2-TZVPD).

SMILES string   CC[C@@H](N)C=O
Total charge   0
Energy above the lowest of the compared OMol25 structures with the same formula, charge and spin   1.4385 eV

The geometry in XYZ format:
```
15
C4H9NO | the OMol25 dataset | ωB97M-V/def2-TZVPD
C 1.94 1.21 -0.49
C 0.66 0.45 -0.80
C 0.20 -0.45 0.34
N -0.18 0.32 1.55
C -1.09 -1.19 0.02
O -1.84 -0.86 -0.86
H 2.63 0.59 0.09
H 1.74 2.05 0.18
H 2.43 1.60 -1.38
H 0.72 -0.06 -1.76
H -0.17 1.14 -0.98
H 1.00 -1.15 0.57
H 0.35 1.18 1.61
H -1.18 0.49 1.56
H -1.35 -1.96 0.76
```

Atom charges from the natural (NBO) analysis, given in e for atoms 1 to 5: number 1, C, carries -0.612; number 2, C, carries -0.421; number 3, C, carries -0.150; number 4, N, carries -0.837; number 5, C, carries 0.445

---

Entry from the OMol25 dataset: the ion C5H8N with charge +1 (ωB97M-V/def2-TZVPD).

Total charge   +1
Energy above the lowest of the compared OMol25 structures with the same formula, charge and spin   4.5693 eV

The geometry in XYZ format:
```
14
C5H8N | the OMol25 dataset | ωB97M-V/def2-TZVPD
C 1.21 1.55 -0.29
C -0.12 1.45 -0.24
C 1.17 0.17 -0.73
C -0.37 -0.01 -0.52
C -0.66 -0.54 0.68
N -1.19 -1.73 0.81
H 1.55 2.41 0.24
H 1.65 0.13 -1.81
H 1.66 -0.64 -0.09
H -1.19 -0.04 -1.28
H -0.26 -0.28 1.65
H -1.55 -2.32 -0.04
H -0.78 2.12 -0.02
H -1.13 -2.25 1.67
```

Atom charges from the natural (NBO) analysis, given in e for atoms 1 to 5: number 1, C, carries -0.195; number 2, C, carries -0.115; number 3, C, carries -0.336; number 4, C, carries -0.444; number 5, C, carries 0.331

---

Entry from the OMol25 dataset: the molecule C7H10S (ωB97M-V/def2-TZVPD).

SMILES string   C/C=C1/CSC=C1C
Total charge   0
Energy above the lowest of the compared OMol25 structures with the same formula, charge and spin   0.7391 eV

The geometry in XYZ format:
```
18
C7H10S | the OMol25 dataset | ωB97M-V/def2-TZVPD
C 2.19 -0.65 0.04
C 0.80 -1.29 -0.03
C -0.38 -0.66 -0.02
C -1.69 -1.45 -0.05
S -3.07 -0.29 0.03
C -1.94 1.07 -0.02
C -0.62 0.77 0.01
C 0.37 1.89 -0.02
H 2.92 -1.47 0.01
H 2.31 -0.15 1.00
H 2.37 0.11 -0.77
H 0.75 -2.37 -0.06
H -1.77 -2.08 -0.92
H -1.76 -2.09 0.84
H -2.33 2.06 0.04
H 1.00 1.92 0.88
H 1.06 1.84 -0.90
H -0.17 2.83 -0.09
```

Atom charges from the natural (NBO) analysis, given in e for atoms 1 to 5: number 1, C, carries -0.650; number 2, C, carries -0.182; number 3, C, carries -0.033; number 4, C, carries -0.546; number 5, S, carries 0.242

---

Entry from the OMol25 dataset: a structure of composition C37H30ClCrN4O5 (ωB97M-V/def2-TZVPD).

Spin multiplicity   5
Expectation value of S²   6.045
Total charge   -1
Energy above the lowest of the compared OMol25 structures with the same formula, charge and spin   0.0000 eV

The geometry in XYZ format:
```
78
C37H30ClCrN4O5 | the OMol25 dataset | ωB97M-V/def2-TZVPD
Cr -0.49 0.15 -0.11
O -0.25 0.06 1.79
C 0.38 -0.82 2.49
C 0.33 -0.71 3.91
C 0.97 -1.61 4.71
C 1.70 -2.69 4.18
C 1.77 -2.81 2.81
C 1.13 -1.90 1.95
C 1.30 -2.10 0.55
N 0.74 -1.44 -0.40
C 0.93 -1.88 -1.78
C 0.39 -0.81 -2.74
N -0.81 -0.28 -2.10
C -1.95 -0.40 -2.66
C -3.20 -0.42 -1.94
C -4.41 -0.28 -2.64
C -5.62 -0.48 -2.03
C -5.63 -0.87 -0.68
C -4.47 -1.04 0.03
C -3.20 -0.80 -0.56
O -2.13 -0.96 0.15
H -0.19 0.14 4.32
H 0.93 -1.49 5.79
H 2.20 -3.40 4.82
H 2.34 -3.63 2.37
H 1.97 -2.92 0.27
H 0.37 -2.80 -1.94
H 1.99 -2.08 -1.98
H 0.14 -1.27 -3.70
H 1.12 -0.02 -2.90
H -2.00 -0.59 -3.73
H -4.37 -0.01 -3.69
H -6.55 -0.35 -2.57
H -6.58 -1.03 -0.18
H -4.48 -1.35 1.07
C 2.87 2.50 -1.73
C 2.10 1.47 -1.18
N 0.85 1.62 -0.80
C 0.26 2.86 -0.94
C 0.97 3.95 -1.49
C 2.29 3.75 -1.88
C 0.28 5.20 -1.60
C -1.00 5.33 -1.18
C -1.72 4.23 -0.59
C -3.01 4.32 -0.09
C -3.57 3.19 0.56
C -2.86 2.02 0.62
N -1.64 1.86 0.06
C -1.05 2.99 -0.49
H 3.90 2.31 -2.00
H 2.54 0.49 -1.02
H 2.87 4.57 -2.28
H 0.80 6.05 -2.03
H -1.51 6.28 -1.26
H -3.56 5.25 -0.16
H -4.55 3.23 1.01
H -3.25 1.15 1.13
C 6.55 -0.64 -1.06
C 6.34 0.79 -0.64
C 6.73 1.85 -1.44
C 6.49 3.15 -1.04
Cl 7.00 4.48 -2.07
C 5.85 3.42 0.15
C 5.45 2.37 0.97
C 5.70 1.06 0.58
O 5.40 -0.02 1.33
C 4.67 0.21 2.54
C 3.26 0.83 2.32
O 2.86 1.55 3.25
O 2.70 0.51 1.26
H 7.05 -0.69 -2.02
H 5.59 -1.16 -1.13
H 7.14 -1.18 -0.32
H 7.23 1.66 -2.38
H 5.65 4.44 0.44
H 4.92 2.59 1.88
H 5.25 0.84 3.21
H 4.55 -0.78 2.99
```

Atom charges from the Mulliken analysis, given in e for atoms 1 to 5: number 1, Cr, carries -1.243; number 2, O, carries -0.044; number 3, C, carries 0.385; number 4, C, carries -0.758; number 5, C, carries -0.402

---

Entry from the OMol25 dataset: a cluster of 2 separate species, C9H14 in total (ωB97M-V/def2-TZVPD).

SMILES string   Cc1ccccc1.CC
Total charge   0
Energy above the lowest of the compared OMol25 structures with the same formula, charge and spin   2.6908 eV

The geometry in XYZ format:
```
23
C9H14 | the OMol25 dataset | ωB97M-V/def2-TZVPD
C 1.31 1.61 -1.99
C 1.40 0.26 -1.29
C 0.93 -0.11 -0.11
C 1.51 -1.16 0.73
C 2.41 -2.06 0.07
C 2.54 -1.92 -1.28
C 2.07 -0.81 -2.00
H 0.43 1.56 -2.75
H 2.09 1.89 -2.50
H 1.11 2.41 -1.48
H 0.32 0.55 0.32
H 1.10 -1.32 1.67
H 2.88 -2.84 0.69
H 3.06 -2.62 -2.00
H 2.08 -0.90 -3.10
C -3.53 0.76 2.59
C -2.83 0.53 1.20
H -4.20 -0.05 2.88
H -2.77 0.86 3.30
H -3.81 1.77 2.64
H -2.41 1.56 0.85
H -3.53 0.28 0.39
H -2.15 -0.29 1.18
```

Atom charges from the natural (NBO) analysis, given in e for atoms 1 to 5: number 1, C, carries -0.608; number 2, C, carries 0.000; number 3, C, carries -0.217; number 4, C, carries -0.191; number 5, C, carries -0.232

---

Listing E for the structures above in their given order: -3329.4416 -435.9384 -3076.9301 -287.7796 -249.6572 -670.8764 -3528.0462 -351.2313 Ha.
Listing strongest force on any atom for the structures above in their given order: 2.2 3.3 5.3 1.0 6.7 1.9 0.8 7.9 eV Å⁻¹.